# 1
67
Properties=species:S:1:pos:R:3 method="wB97M-V/def2-TZVPD" e_homo_ev=-13.82 total_charge=+2
Pd -0.5326 0.1934 0.5620
O 4.3013 1.1938 -0.4493
C 3.0959 0.9368 0.0534
O 2.7125 -0.1198 0.4532
C 2.2603 2.1836 0.1111
C 2.8732 3.4251 -0.0565
C 2.1227 4.5730 0.0844
C 0.7769 4.4432 0.3874
C 0.2423 3.1725 0.5126
N 0.9638 2.0461 0.3730
C -1.1850 2.9413 0.8763
O -2.0400 3.9154 1.0130
O -1.5895 1.8006 1.0755
H 4.8350 0.3822 -0.4463
H 3.9276 3.4715 -0.2784
H 2.5750 5.5485 -0.0268
H 0.1775 5.3333 0.5231
H -1.6723 4.7958 0.8534
C -1.7365 -4.0931 -1.4087
C -0.5341 -4.8680 -0.8940
C 0.6808 -3.9891 -0.6235
S 0.3582 -2.7719 0.6821
O 0.4006 -1.4221 -0.1215
C 1.9064 -2.8284 1.6238
C 1.6935 -2.4922 3.0962
C 1.2408 -1.0599 3.3497
H -2.6024 -4.7416 -1.5296
H -1.5246 -3.6290 -2.3735
H -2.0166 -3.3062 -0.7040
H -0.2237 -5.6163 -1.6255
H -0.7966 -5.4192 0.0117
H 0.9575 -3.3770 -1.4850
H 1.5425 -4.5787 -0.3177
H 2.5658 -2.1263 1.1202
H 2.3015 -3.8378 1.5142
H 2.6414 -2.6722 3.6060
H 0.9796 -3.1965 3.5294
H 1.9451 -0.3433 2.9251
H 1.1514 -0.8664 4.4174
H 0.2549 -0.8676 2.9067
C -7.6614 -1.2414 -3.3558
C -6.2084 -1.2539 -3.8065
N -5.2757 -0.8567 -2.7359
C -4.8124 0.5312 -2.7080
C -5.4777 1.3925 -1.6384
C -5.0081 -1.8084 -1.8222
O -5.4860 -2.9303 -1.8745
C -4.1376 -1.5505 -0.5956
C -4.5586 -2.2120 0.5601
C -3.8150 -2.1367 1.7240
C -2.6285 -1.4332 1.7071
N -2.2063 -0.8293 0.5902
C -2.9417 -0.8651 -0.5344
H -8.3053 -1.5274 -4.1865
H -7.9638 -0.2477 -3.0242
H -7.8200 -1.9513 -2.5465
H -6.0576 -0.5616 -4.6330
H -5.9250 -2.2499 -4.1435
H -5.0323 0.9428 -3.6912
H -3.7291 0.5740 -2.6299
H -6.5558 1.4205 -1.7867
H -5.1042 2.4160 -1.6920
H -5.2902 1.0125 -0.6314
H -5.4707 -2.7909 0.5128
H -4.1378 -2.6251 2.6317
H -1.9943 -1.3488 2.5819
H -2.5043 -0.3743 -1.3861

=====

# 2
8
Properties=species:S:1:pos:R:3 method="wB97M-V/def2-TZVPD" e_homo_ev="-9.79 / -9.63"
C 2.0703 1.7834 -0.0248
C -2.9688 1.0965 -0.0274
N 2.2580 2.9341 0.0143
N -3.9982 1.6522 0.0714
P -1.5830 0.0646 -0.0878
P 1.8554 0.0560 -0.0645
H -2.1033 -0.4566 -1.3634
H 2.1822 0.1271 1.2819

=====

# 3
10
Properties=species:S:1:pos:R:3 method="wB97M-V/def2-TZVPD" e_homo_ev="-3.47 / -3.47" total_charge=-1
N 0.9375 1.2591 -0.2344
N -1.6683 0.3574 0.0302
N -0.5061 0.2596 0.8094
O 1.3265 -1.5041 1.1127
O 1.8124 1.5473 0.5331
O 1.2461 -0.0911 -0.8715
O -0.3052 -1.8712 -0.6287
S 0.4280 -0.9608 0.2161
H -1.8300 1.3286 -0.2728
H -1.4410 -0.3249 -0.6941

=====

# 4
20
Properties=species:S:1:pos:R:3 method="wB97M-V/def2-TZVPD" e_homo_ev=-9.09 smiles=CN(C)[C@H](C#N)c1nccs1
C -0.3435 -1.8378 -0.9164
C 2.5888 0.6077 1.5291
C 3.4697 0.5610 0.4781
C 1.2520 0.1437 -0.2067
C -1.4575 0.0548 1.0997
C -2.3909 0.2616 -1.1091
C -0.0676 -0.2033 -0.9268
N -0.5164 -2.9139 -1.2317
N 1.3169 0.3805 1.0683
N -1.2425 0.3960 -0.2812
S 2.7789 0.3591 -1.0891
H 2.7492 0.6852 2.5170
H 4.5163 0.7964 0.5611
H -0.6482 0.5181 1.7787
H -2.3101 0.5289 1.4965
H -1.4366 -1.1015 1.3446
H -3.0625 -0.6231 -1.0435
H -3.1478 0.9565 -1.0088
H -2.1217 0.4353 -2.1311
H 0.0735 -0.0050 -1.9286

=====

# 5
21
Properties=species:S:1:pos:R:3 method="wB97M-V/def2-TZVPD" spin_multiplicity=6 e_homo_ev="-20.60 / -20.40" total_charge=+4
Tl 0.3533 -1.5923 -7.5080
Fe -0.0693 0.0190 -0.0124
Cl 0.1706 -3.7209 -6.5742
Cl -1.4551 1.7262 -0.5570
C 0.9336 1.0644 1.2089
C 0.8503 -2.4117 -9.3450
C 0.6097 0.1587 -8.4066
O 1.5022 1.7185 1.9382
O 1.1543 -2.9127 -10.3959
O 0.7692 1.2059 -8.9073
Cl -1.1073 -5.0156 2.1688
C -1.4489 -3.3389 2.0926
C -2.4218 -2.7730 2.9238
C -2.6721 -1.4059 2.8557
C -1.9531 -0.6188 1.9713
N -0.9979 -1.1541 1.1478
C -0.7436 -2.5176 1.2034
H -2.9704 -3.3916 3.6195
H -3.4222 -0.9436 3.4997
H -2.1272 0.4606 1.9097
H 0.0280 -2.9201 0.5516

=====

# 6
72
Properties=species:S:1:pos:R:3 method="wB97M-V/def2-TZVPD" e_homo_ev=-9.59 smiles="C[Si](C)(C)c1cccc2c1C(=O)C=CC2=O.O=C1C=C(O)C(=O)C=C1O.O=C1C=C(O)C(=O)C=C1O.O=C1C=C(O)C(=O)C=C1O"
C -0.7538 4.0755 -5.7343
Si -1.9902 2.6920 -5.9749
C -3.6792 3.4940 -6.2079
C -1.6417 1.6298 -7.4682
C -2.1675 1.5537 -4.4607
C -3.4389 1.0696 -4.1434
C -3.6760 0.2516 -3.0431
C -2.6271 -0.1049 -2.2135
C -1.3561 0.3559 -2.4991
C -1.1264 1.1673 -3.6153
C 0.2868 1.5541 -3.8765
O 0.7287 1.6661 -4.9990
C 1.1498 1.7240 -2.6725
C 0.9093 0.9705 -1.6022
C -0.2153 0.0082 -1.6140
O -0.1768 -0.9983 -0.9329
H 0.2473 3.8158 -6.0680
H -0.6859 4.3588 -4.6819
H -1.0796 4.9580 -6.2852
H -4.3120 2.8707 -6.8411
H -3.5785 4.4623 -6.6959
H -4.1957 3.6477 -5.2608
H -0.6108 1.2807 -7.4864
H -2.2935 0.7547 -7.4288
H -1.8524 2.1472 -8.4042
H -4.2796 1.3503 -4.7638
H -4.6800 -0.0815 -2.8432
H -2.7951 -0.7386 -1.3544
H 1.9632 2.4337 -2.7289
H 1.5036 0.9960 -0.7045
C -5.8046 -5.6370 -2.2060
C -5.9755 -4.3264 -1.9868
C -5.3256 -3.2738 -2.8535
O -5.5594 -2.1102 -2.5707
C -4.4739 -3.6916 -3.9430
C -4.2987 -5.0035 -4.1614
C -4.9650 -6.0599 -3.3081
O -4.7470 -7.2184 -3.6082
O -3.5433 -5.4966 -5.1258
O -6.7193 -3.8311 -1.0104
H -6.2676 -6.3974 -1.5935
H -4.0007 -2.9296 -4.5464
H -3.6030 -6.4698 -5.0501
H -6.6677 -2.8590 -1.0932
C 2.3095 -1.5343 3.6668
C 1.9038 -0.8392 2.5913
C 1.7830 0.6742 2.6192
O 1.4606 1.2414 1.5901
C 2.0592 1.3710 3.8583
C 2.4511 0.6691 4.9308
C 2.6184 -0.8317 4.8895
O 3.0045 -1.3456 5.9235
O 2.7312 1.2023 6.1079
O 1.5778 -1.4279 1.4548
H 2.4053 -2.6107 3.6576
H 1.9482 2.4458 3.8730
H 2.9791 0.4608 6.7030
H 1.2425 -0.7668 0.8203
C 5.8365 -0.2457 8.0559
C 4.9383 0.5226 8.6840
C 5.3226 1.7673 9.4465
O 4.4138 2.3917 9.9622
C 6.7217 2.1328 9.5172
C 7.6257 1.3652 8.8923
C 7.2360 0.1302 8.1124
O 8.1383 -0.4816 7.5728
O 8.9264 1.6067 8.8915
O 3.6338 0.2719 8.6911
H 5.5611 -1.1347 7.5052
H 6.9920 3.0184 10.0743
H 9.3350 0.8959 8.3590
H 3.2195 0.9902 9.2113

=====

Number 1: M 586.0 g/mol. Number 2: M 116.0 g/mol. Number 3: M 140.1 g/mol. Number 4: M 167.2 g/mol. Number 5: M 528.7 g/mol. Number 6: M 650.6 g/mol.